No. 1
{
  "formula": "C28H58NO7SSi2",
  "method": "ωB97M-V/def2-TZVPD",
  "total_charge": -1,
  "lumo_ev": 1.51,
  "elements": ["C", "C", "C", "C", "C", "C", "C", "C", "C", "C", "C", "C", "C", "C", "C", "C", "O", "S", "O", "O", "O", "C", "C", "C", "O", "C", "O", "C", "C", "O", "H", "H", "H", "H", "H", "H", "H", "H", "H", "H", "H", "H", "H", "H", "H", "H", "H", "H", "H", "H", "H", "H", "H", "H", "H", "H", "H", "H", "H", "H", "H", "H", "H", "H", "H", "H", "H", "H", "H", "H", "C", "Si", "C", "C", "N", "Si", "C", "C", "C", "H", "H", "H", "H", "H", "H", "H", "H", "H", "H", "H", "H", "H", "H", "H", "H", "H", "H"],
  "xyz": [[-1.0008, -1.7421, -1.3084], [0.3680, -2.3308, -1.6693], [1.4340, -2.0384, -0.6107], [1.7805, -0.5395, -0.5417], [3.1486, -0.1682, -1.1196], [3.5688, 1.2612, -0.7296], [2.9110, 2.3113, -1.6373], [2.2231, 3.4692, -0.8910], [0.9667, 2.9924, -0.1817], [0.3463, 3.9652, 0.8244], [-0.1395, 5.3406, 0.2925], [-0.4704, 5.4107, -1.1984], [-1.6080, 6.3892, -1.5185], [-2.0965, 6.1934, -2.9706], [-3.3719, 5.3186, -3.0591], [-3.1322, 3.8814, -3.5312], [-1.9846, 3.7502, -4.3819], [-1.0788, 2.4916, -4.0774], [0.2167, 2.9517, -3.7182], [-1.1999, 1.5104, -5.0956], [-1.8692, 1.9945, -2.8003], [-3.0673, 2.7240, -2.4883], [-4.2772, 1.7738, -2.7144], [-4.1109, 0.9034, -3.9340], [-4.5901, 1.1980, -4.9985], [-3.0369, 3.1012, -1.0124], [-4.3378, 3.5644, -0.6563], [-4.6604, 3.3858, 0.6594], [-6.0563, 2.8852, 0.8323], [-3.8942, 3.6422, 1.5363], [-0.9135, -0.7290, -0.9118], [-1.4773, -2.3471, -0.5376], [-1.6324, -1.6859, -2.1957], [0.6854, -1.9313, -2.6360], [0.2333, -3.4089, -1.7715], [1.0144, -2.3260, 0.3541], [2.3438, -2.6025, -0.8019], [1.0280, 0.0676, -1.0495], [1.7682, -0.2179, 0.5037], [3.9108, -0.8993, -0.8539], [3.0501, -0.1583, -2.2096], [4.6548, 1.3171, -0.8165], [3.3077, 1.4504, 0.3136], [2.1622, 1.8367, -2.2726], [3.6394, 2.7532, -2.3205], [2.9311, 3.8812, -0.1657], [2.0143, 4.2332, -1.6394], [1.2539, 2.1073, 0.3918], [0.2165, 2.6360, -0.8924], [-0.5031, 3.4686, 1.2968], [1.0962, 4.1279, 1.6008], [0.5631, 6.1222, 0.5800], [-1.0634, 5.5640, 0.8347], [-0.7385, 4.4345, -1.6012], [0.4018, 5.7593, -1.7517], [-2.4284, 6.2540, -0.8108], [-1.2493, 7.4149, -1.4131], [-1.2854, 5.7425, -3.5386], [-2.2940, 7.1539, -3.4455], [-3.8697, 5.3258, -2.0939], [-4.0658, 5.7735, -3.7639], [-3.9768, 3.6352, -4.1749], [-4.3910, 1.1399, -1.8336], [-5.1754, 2.3721, -2.8429], [-3.5313, -0.0215, -3.8036], [-2.7961, 2.1983, -0.4474], [-2.2653, 3.8349, -0.7857], [-6.7424, 3.6973, 0.5895], [-6.2044, 2.5681, 1.8579], [-6.2349, 2.0687, 0.1364], [3.7007, -5.9378, 6.6009], [2.6302, -6.4096, 5.1079], [0.8537, -5.9082, 5.5697], [2.6491, -8.3108, 5.0425], [3.2283, -5.6623, 3.7428], [2.6429, -5.7577, 2.1854], [0.8702, -5.0934, 1.9782], [2.6763, -7.5064, 1.4390], [3.7257, -4.6922, 1.0487], [3.3411, -6.4080, 7.5246], [4.7334, -6.2537, 6.4374], [3.6899, -4.8550, 6.7440], [0.5915, -6.2442, 6.5813], [0.1223, -6.3436, 4.8839], [0.7520, -4.8215, 5.5385], [3.6238, -8.6639, 4.6999], [1.8839, -8.6970, 4.3642], [2.4583, -8.7483, 6.0309], [0.1326, -5.7727, 2.4129], [0.6095, -4.9653, 0.9185], [0.7769, -4.1216, 2.4681], [3.6530, -7.9644, 1.6060], [2.4923, -7.4856, 0.3569], [1.9118, -8.1479, 1.8845], [4.7599, -5.0421, 1.0726], [3.7044, -3.6482, 1.3706], [3.3696, -4.7395, 0.0116]],
  "forces_ev_per_a": [[0.262, 0.086, -0.020], [-0.115, 0.042, 0.115], [-0.559, 0.635, -0.208], [0.442, -0.066, 0.290], [-0.383, 0.453, -0.156], [0.042, -0.383, -0.422], [-0.098, 0.436, 0.196], [0.170, -0.434, -0.416], [0.021, -0.011, 0.420], [0.154, 0.128, -0.332], [-0.303, -0.458, 0.242], [-0.022, 0.652, 0.122], [0.322, -0.061, -0.526], [-0.248, 0.012, 0.530], [0.913, 0.349, -0.286], [-1.128, -0.302, -0.331], [0.133, 0.053, 0.151], [0.578, 0.161, -0.410], [-0.141, -0.049, 0.176], [-0.211, 0.090, 0.038], [0.123, 0.012, 0.728], [-0.750, -0.253, -0.370], [0.278, 0.137, 0.232], [-0.099, 0.135, -0.250], [0.005, -0.046, 0.063], [0.700, 0.164, 0.092], [-0.227, -0.528, -0.250], [-0.009, 0.356, 0.064], [-0.051, 0.143, -0.111], [0.327, -0.197, 0.226], [0.028, 0.067, -0.025], [-0.129, -0.037, -0.033], [-0.190, -0.124, 0.065], [0.075, -0.063, -0.060], [0.168, -0.052, -0.161], [0.238, -0.317, 0.057], [-0.034, -0.217, 0.130], [-0.119, -0.006, 0.007], [-0.018, -0.011, 0.043], [-0.029, -0.059, 0.163], [0.259, -0.323, -0.092], [0.038, 0.198, 0.113], [0.097, -0.034, 0.093], [-0.078, -0.042, -0.051], [0.115, -0.143, -0.016], [-0.045, 0.136, 0.067], [-0.146, 0.204, 0.147], [-0.130, -0.076, 0.022], [0.079, 0.070, -0.203], [0.023, -0.074, 0.081], [-0.110, 0.063, 0.155], [0.079, 0.074, -0.189], [0.039, 0.119, 0.098], [0.280, -0.037, -0.018], [0.068, -0.259, -0.160], [-0.088, 0.064, 0.031], [0.012, 0.003, 0.231], [-0.013, 0.008, -0.130], [-0.105, 0.040, 0.068], [-0.121, -0.181, 0.010], [0.000, -0.034, -0.073], [0.042, -0.086, -0.061], [0.003, -0.077, 0.015], [-0.064, 0.046, 0.082], [0.098, -0.078, -0.040], [0.008, -0.027, 0.029], [-0.210, 0.040, -0.012], [-0.096, -0.046, -0.010], [-0.037, 0.018, 0.048], [-0.099, -0.040, 0.013], [-0.218, -0.198, 0.195], [0.501, 0.474, -0.473], [-0.030, -0.230, 0.290], [-0.170, -0.049, 0.331], [-0.465, -0.328, -0.059], [0.559, 0.265, 0.733], [-0.040, -0.100, -0.438], [-0.215, 0.120, -0.362], [-0.262, -0.115, -0.300], [0.052, 0.035, 0.006], [0.022, 0.033, -0.027], [0.033, 0.019, -0.032], [-0.021, 0.021, -0.027], [0.003, 0.048, -0.061], [0.002, 0.019, -0.043], [0.009, 0.010, -0.046], [0.035, 0.007, -0.071], [0.009, -0.017, -0.035], [0.004, 0.021, 0.080], [-0.023, 0.008, 0.034], [0.012, -0.007, 0.058], [0.009, -0.004, 0.054], [0.012, -0.036, 0.024], [0.039, -0.024, 0.071], [0.016, 0.012, 0.040], [0.027, 0.000, 0.039], [0.085, 0.052, -0.012]],
  "mulliken_charge": [-0.84, -0.71, -0.27, 0.93, -1.03, -0.91, -0.53, -0.74, 1.30, -1.37, -1.10, 0.28, -1.02, -1.00, -1.17, 0.03, -0.50, 1.23, -0.51, -0.65, -0.05, 0.72, -0.74, -0.11, -0.48, -1.23, -0.38, 0.86, -1.18, -0.51, 0.12, 0.39, 0.24, 0.30, 0.43, 0.09, 0.11, -0.96, 0.36, 0.48, 0.36, 0.38, 0.50, 0.13, 0.54, 0.31, 0.25, 0.27, -0.88, 0.27, 0.53, 0.45, 0.29, -0.77, 0.73, 0.38, 0.54, 0.58, 0.40, 0.44, 0.56, 0.78, 0.53, 0.42, 0.34, 1.19, -0.35, 0.29, 0.37, 0.29, -1.03, 0.10, -1.05, -1.05, -0.09, -0.01, -0.96, -1.05, -0.92, 0.27, 0.25, 0.25, 0.35, 0.30, 0.25, 0.26, 0.30, 0.34, 0.37, 0.26, 0.25, 0.26, 0.33, 0.30, 0.37, 0.16, 0.20]
}



No. 2
{
  "formula": "C38H45N2O2OsS2Se",
  "method": "ωB97M-V/def2-TZVPD",
  "relative_energy_kj_mol": 74.7,
  "total_charge": -1,
  "multiplicity": 5,
  "lumo_ev": [2.25, 0.58],
  "elements": ["Os", "C", "C", "C", "C", "C", "C", "C", "Se", "C", "C", "C", "C", "C", "C", "O", "C", "C", "C", "C", "C", "C", "C", "C", "C", "O", "C", "C", "C", "C", "C", "C", "H", "H", "H", "H", "H", "H", "H", "H", "H", "H", "H", "H", "H", "H", "H", "H", "H", "H", "H", "H", "H", "H", "H", "H", "H", "H", "H", "H", "H", "H", "H", "H", "H", "H", "H", "H", "H", "H", "H", "H", "S", "C", "C", "N", "C", "S", "C", "N", "C", "C", "C", "C", "C", "C", "H", "H", "H", "H", "H"],
  "xyz": [[0.2303, -0.2793, -0.9133], [-3.2486, 5.2039, 3.3342], [-3.0567, 5.5544, 1.8563], [-4.4469, 5.7759, 1.2425], [-2.2518, 6.8607, 1.7767], [-2.3199, 4.4616, 1.0920], [-1.9720, 3.2411, 1.6494], [-1.2440, 2.3134, 0.9220], [-1.1100, 0.4931, 1.6022], [0.4137, 0.2800, 2.7799], [0.2461, 0.4070, 4.1466], [1.2430, -0.0117, 5.0094], [2.3546, -0.6528, 4.4544], [2.5351, -0.8406, 3.1060], [1.5739, -0.2950, 2.1945], [1.7352, -0.3273, 0.9326], [3.6743, -1.6674, 2.5318], [4.5010, -0.8177, 1.5598], [4.6262, -2.2119, 3.6009], [3.0533, -2.8626, 1.7929], [1.1488, 0.1290, 6.5190], [1.0443, -1.2659, 7.1509], [2.4033, 0.8458, 7.0358], [-0.0736, 0.9386, 6.9573], [-0.8170, 2.5576, -0.4048], [-0.0313, 1.7442, -1.0360], [-1.3034, 3.7497, -1.0214], [-2.0117, 4.6528, -0.2578], [-1.0562, 3.9557, -2.5106], [-1.8059, 5.1671, -3.0751], [0.4441, 4.1779, -2.7432], [-1.5579, 2.7219, -3.2794], [-3.7052, 6.0449, 3.8529], [-2.2953, 4.9901, 3.8089], [-3.9026, 4.3436, 3.4450], [-4.9962, 6.5272, 1.8083], [-5.0154, 4.8494, 1.2582], [-4.3740, 6.1168, 0.2143], [-2.7813, 7.6546, 2.3005], [-2.1036, 7.1722, 0.7468], [-1.2755, 6.7298, 2.2386], [-2.2677, 2.9739, 2.6529], [-0.6769, 0.8310, 4.5100], [3.0922, -1.0461, 5.1343], [4.9983, -0.0094, 2.0956], [3.8606, -0.3868, 0.7966], [5.2562, -1.4338, 1.0732], [5.1090, -1.4029, 4.1463], [5.4028, -2.7999, 3.1131], [4.1054, -2.8570, 4.3051], [2.3753, -2.5150, 1.0198], [2.4867, -3.4827, 2.4862], [3.8252, -3.4726, 1.3266], [1.9168, -1.8676, 6.9132], [0.1611, -1.7772, 6.7742], [0.9647, -1.1903, 8.2343], [3.3035, 0.2866, 6.7987], [2.3515, 0.9649, 8.1163], [2.4828, 1.8292, 6.5766], [-0.9933, 0.4095, 6.7197], [-0.0855, 1.9109, 6.4711], [-0.0409, 1.0931, 8.0353], [-2.3667, 5.5529, -0.7316], [-1.4675, 6.0969, -2.6227], [-2.8796, 5.0654, -2.9254], [-1.6134, 5.2262, -4.1465], [0.7611, 5.0971, -2.2503], [0.6533, 4.2667, -3.8093], [1.0208, 3.3522, -2.3371], [-2.6190, 2.5685, -3.0869], [-1.0318, 1.8220, -2.9716], [-1.4125, 2.8511, -4.3510], [-2.3190, -0.5884, -1.4167], [-2.4095, -2.3072, -1.4305], [-3.6989, -2.8328, -1.6064], [-4.7748, -3.2211, -1.7212], [-1.3287, -3.1530, -1.2769], [0.2848, -2.6144, -0.9288], [-1.5037, -4.5378, -1.4004], [-1.6409, -5.6727, -1.5292], [4.4213, 0.2904, -3.3054], [4.2730, -0.7326, -2.3852], [3.0404, -0.9726, -1.8019], [1.9302, -0.1894, -2.1094], [2.0878, 0.8037, -3.0743], [3.3207, 1.0514, -3.6555], [5.3865, 0.4910, -3.7505], [5.1251, -1.3364, -2.1004], [2.9546, -1.7832, -1.0900], [1.2431, 1.4005, -3.3900], [3.4235, 1.8545, -4.3734]],
  "forces_ev_per_a": [[-0.411, 0.554, 0.639], [0.078, 0.046, -0.282], [-0.105, 0.119, 0.087], [0.177, -0.014, 0.077], [-0.128, -0.193, 0.055], [-0.006, -0.130, 0.042], [-0.008, 0.168, -0.037], [0.342, -0.579, -0.391], [0.421, 0.159, 0.033], [-0.102, -0.111, -0.719], [0.124, 0.002, 0.137], [-0.233, 0.110, 0.073], [-0.169, 0.050, 0.004], [0.020, 0.015, -0.311], [-0.738, 0.425, 1.138], [-0.146, -0.259, -1.821], [0.189, -0.059, -0.070], [-0.079, 0.000, -0.041], [-0.216, 0.114, -0.161], [0.018, 0.117, 0.001], [-0.017, 0.006, 0.166], [0.029, 0.203, -0.003], [-0.185, -0.087, -0.018], [0.217, -0.136, -0.091], [-1.296, 1.092, 1.561], [1.031, -1.940, -0.926], [0.288, -0.498, -0.142], [-0.016, -0.040, 0.212], [0.025, 0.078, -0.193], [0.115, -0.192, 0.115], [-0.089, -0.071, 0.058], [0.128, -0.042, 0.101], [-0.065, 0.078, 0.045], [0.125, -0.066, 0.126], [-0.068, -0.161, 0.092], [-0.063, 0.106, 0.068], [-0.095, -0.108, -0.030], [-0.015, 0.024, -0.190], [-0.048, 0.133, 0.069], [0.042, 0.062, -0.122], [0.124, 0.014, 0.031], [-0.020, 0.038, 0.084], [-0.078, 0.055, 0.105], [0.171, -0.095, 0.065], [0.090, 0.068, 0.046], [0.087, 0.043, -0.019], [0.172, -0.080, -0.030], [0.063, 0.069, 0.116], [0.065, -0.053, -0.024], [-0.032, -0.092, 0.141], [-0.035, -0.036, -0.033], [-0.025, -0.096, 0.066], [0.145, -0.107, -0.038], [0.105, -0.129, -0.027], [-0.073, -0.096, -0.036], [0.003, -0.009, 0.173], [0.141, -0.036, -0.014], [0.023, 0.037, 0.179], [0.047, 0.113, -0.017], [-0.162, 0.011, -0.047], [-0.068, 0.150, -0.034], [-0.022, 0.006, 0.091], [-0.020, 0.148, -0.099], [0.003, 0.143, 0.048], [-0.122, 0.054, -0.005], [-0.013, 0.027, -0.047], [0.055, 0.069, 0.013], [0.039, 0.013, -0.125], [0.092, 0.016, -0.008], [-0.109, -0.010, -0.038], [-0.076, 0.033, -0.106], [-0.002, 0.079, -0.131], [0.621, 0.028, 0.105], [1.721, 0.181, 0.199], [-0.969, -0.476, -0.119], [-0.116, -0.075, -0.063], [-0.640, 1.502, -0.020], [-0.106, 0.535, 0.004], [-0.103, -0.956, -0.091], [0.011, -0.152, 0.029], [0.126, 0.052, -0.048], [0.054, -0.101, 0.028], [0.056, -0.208, 0.056], [-0.044, 0.128, 0.334], [-0.273, 0.096, -0.077], [0.013, 0.002, -0.119], [0.054, 0.011, -0.008], [0.013, -0.050, -0.010], [0.029, 0.066, 0.110], [-0.057, 0.084, 0.134], [-0.034, 0.011, -0.077]],
  "mulliken_charge": [3.24, -2.17, 2.12, -1.71, -1.75, -0.46, -0.57, 0.13, -0.08, -0.02, -0.59, -0.35, -0.69, -0.49, 0.51, -1.23, 2.49, -1.39, -2.40, -1.29, 2.07, -1.71, -1.65, -2.13, 0.66, -1.22, -0.84, -0.42, 2.64, -2.36, -1.58, -1.38, 0.44, 0.44, 0.39, 0.47, 0.35, 0.33, 0.48, 0.31, 0.37, 0.47, 0.46, 0.43, 0.32, 0.03, 0.46, 0.42, 0.44, 0.41, 0.03, 0.38, 0.40, 0.32, 0.35, 0.47, 0.32, 0.47, 0.36, 0.38, 0.44, 0.43, 0.47, 0.41, 0.45, 0.43, 0.33, 0.43, 0.19, 0.29, 0.03, 0.49, -0.32, 0.54, -0.21, -0.50, 0.53, -0.40, -0.16, -0.52, -0.53, -0.61, 0.09, 0.08, -0.28, -0.61, 0.37, 0.39, 0.17, 0.31, 0.40]
}



What did we get for max |F|? Answer: 1.21; 2.38 eV/A, in the order shown.